# 1
ORCA calculation (ωB97M-V/def2-TZVPD) on a 6-piece molecular cluster, C36H90N6 overall in a non-equilibrium geometry.

Last column: Löwdin spin population.
Element x y z (Å)
C (6.724, 12.918, 31.566)  0.01
C (8.041, 13.705, 31.965)  0.01
N (8.907, 12.916, 32.874)  0.00
C (9.789, 12.005, 32.152)  0.01
C (11.012, 11.552, 32.880)  0.01
C (8.436, 12.422, 34.136)  0.00
C (7.560, 13.564, 34.840)  0.01
H (7.004, 12.127, 30.870)  0.00
H (5.953, 13.592, 31.193)  0.00
H (6.227, 12.556, 32.466)  0.00
H (8.608, 14.030, 31.093)  0.01
H (7.755, 14.599, 32.519)  0.00
H (9.178, 11.256, 31.648)  0.00
H (10.231, 12.498, 31.286)  0.00
H (10.762, 10.882, 33.703)  0.00
H (11.602, 11.040, 32.119)  0.00
H (11.624, 12.319, 33.355)  0.00
H (9.203, 12.250, 34.891)  0.00
H (7.901, 11.475, 34.066)  0.00
H (8.100, 14.497, 34.673)  0.00
H (7.607, 13.433, 35.921)  0.00
H (6.515, 13.679, 34.552)  0.00
C (4.533, 9.427, 29.162)  0.02
C (3.090, 9.314, 29.711)  0.01
N (2.673, 7.951, 29.512)  0.00
C (1.499, 7.508, 30.258)  0.01
C (1.582, 7.621, 31.834)  0.01
C (2.570, 7.407, 28.141)  0.02
C (1.667, 8.238, 27.188)  0.02
H (4.458, 9.558, 28.083)  0.01
H (5.088, 8.535, 29.454)  0.01
H (5.043, 10.316, 29.532)  0.00
H (3.066, 9.496, 30.786)  0.00
H (2.346, 9.993, 29.295)  0.00
H (0.614, 8.108, 30.046)  0.00
H (1.181, 6.491, 30.029)  0.00
H (2.521, 7.212, 32.205)  0.00
H (1.732, 8.629, 32.221)  0.00
H (0.696, 7.235, 32.338)  0.00
H (2.164, 6.396, 28.117)  0.00
H (3.596, 7.361, 27.776)  0.01
H (1.722, 7.774, 26.203)  0.01
H (2.027, 9.264, 27.115)  0.00
H (0.616, 8.211, 27.474)  0.01
C (5.094, 14.889, 24.530)  0.04
C (4.522, 13.461, 24.610)  0.05
N (3.863, 13.168, 25.917)  0.01
C (3.359, 11.810, 26.054)  0.02
C (2.281, 11.500, 24.991)  0.03
C (4.742, 13.469, 27.076)  0.01
C (3.978, 13.831, 28.370)  0.02
H (4.950, 15.291, 23.527)  0.01
H (6.160, 14.742, 24.702)  0.02
H (4.716, 15.596, 25.269)  0.00
H (3.863, 13.259, 23.765)  0.01
H (5.372, 12.801, 24.438)  0.04
H (4.227, 11.156, 26.141)  0.02
H (2.834, 11.861, 27.008)  0.00
H (1.635, 10.658, 25.240)  0.00
H (1.508, 12.229, 24.747)  0.00
H (2.863, 11.215, 24.115)  0.01
H (5.494, 14.237, 26.896)  0.01
H (5.443, 12.657, 27.270)  0.00
H (3.286, 13.012, 28.568)  0.00
H (3.521, 14.816, 28.469)  0.00
H (4.683, 13.830, 29.201)  0.00
C (1.171, 9.673, 22.197)  0.04
C (1.388, 8.269, 21.661)  0.03
N (0.178, 7.720, 21.037)  0.00
C (0.428, 6.582, 20.200)  0.01
C (-0.729, 6.220, 19.302)  0.01
C (-1.033, 7.649, 21.918)  0.01
C (-1.013, 6.551, 23.039)  0.02
H (0.872, 9.584, 23.242)  0.00
H (0.445, 10.356, 21.758)  0.01
H (2.167, 10.117, 22.172)  0.02
H (2.155, 8.318, 20.888)  0.01
H (1.812, 7.618, 22.425)  0.01
H (0.674, 5.736, 20.841)  0.00
H (1.216, 6.762, 19.469)  0.00
H (-0.825, 7.116, 18.688)  0.00
H (-1.661, 5.937, 19.791)  0.00
H (-0.560, 5.373, 18.637)  0.00
H (-1.106, 8.576, 22.487)  0.00
H (-1.937, 7.624, 21.310)  0.00
H (-0.909, 5.513, 22.722)  0.00
H (-0.187, 6.642, 23.745)  0.01
H (-1.878, 6.491, 23.699)  0.00
C (0.230, 17.044, 21.824)  0.01
C (-0.028, 15.797, 22.751)  0.01
N (-0.533, 16.286, 24.059)  0.00
C (0.143, 15.689, 25.278)  0.01
C (1.606, 15.914, 25.251)  0.00
C (-1.938, 16.170, 24.114)  0.00
C (-2.499, 16.832, 25.352)  0.00
H (0.532, 16.586, 20.882)  0.00
H (1.176, 17.549, 22.016)  0.00
H (-0.580, 17.756, 21.665)  0.00
H (-0.653, 15.074, 22.227)  0.00
H (0.952, 15.341, 22.889)  0.00
H (-0.310, 16.083, 26.188)  0.00
H (-0.222, 14.662, 25.307)  0.00
H (2.073, 15.032, 24.812)  0.00
H (1.925, 16.792, 24.689)  0.00
H (1.991, 16.199, 26.230)  0.00
H (-2.234, 15.123, 24.059)  0.00
H (-2.254, 16.631, 23.178)  0.00
H (-3.580, 16.969, 25.311)  0.00
H (-2.084, 17.831, 25.485)  0.00
H (-2.399, 16.153, 26.199)  0.00
C (12.211, 9.707, 29.172)  0.01
C (12.193, 10.755, 28.008)  0.00
N (10.813, 10.713, 27.565)  0.00
C (9.926, 11.654, 28.312)  0.01
C (8.417, 11.330, 28.325)  0.03
C (10.597, 10.476, 26.118)  0.03
C (11.384, 11.445, 25.147)  0.03
H (13.219, 9.733, 29.587)  0.00
H (11.994, 8.692, 28.841)  0.00
H (11.488, 9.760, 29.985)  0.00
H (12.525, 11.766, 28.244)  0.00
H (12.903, 10.447, 27.239)  0.00
H (10.061, 11.715, 29.392)  0.00
H (10.082, 12.664, 27.935)  0.01
H (7.695, 12.077, 28.656)  0.00
H (7.919, 11.126, 27.377)  0.02
H (8.382, 10.439, 28.952)  0.00
H (9.542, 10.339, 25.878)  0.03
H (11.077, 9.500, 26.039)  0.00
H (11.384, 11.360, 24.060)  0.01
H (12.403, 11.631, 25.484)  0.00
H (10.900, 12.410, 25.293)  0.01

Properties
**Gap between HOMO and LUMO (spin up / spin down)**: 1.57 / 8.36 eV
**Multiplicity**: 2
**Max |F|**: 3.138 eV/A
**Total charge**: -1
**E**: -47725.6126 eV
**<S²>**: 0.75
**HOMO energy (spin up / spin down)**: 0.88 / -5.91 eV


# 2
ORCA calculation (ωB97M-V/def2-TZVPD) on one molecule with the formula C20H16BFN2O5S in a non-equilibrium geometry.

Last column: Löwdin charge in e.
Element x y z (Å)
O (2.135, 5.118, 3.162)  0.11
O (1.612, 0.834, 3.158)  0.06
F (-1.274, 5.819, 5.299)  0.08
N (1.584, -1.725, -0.169)  0.07
O (-2.341, -2.617, -5.608)  0.13
O (-1.268, -4.685, -4.782)  0.12
O (0.752, 6.681, 3.922)  0.08
S (0.827, -4.051, -1.333)  0.96
B (-1.225, -3.281, -5.078)  -0.55
C (1.084, 5.339, 3.716)  -0.41
C (0.556, 0.265, 2.816)  -0.37
C (1.470, -0.841, 0.811)  -0.05
C (0.762, -2.783, -0.033)  -0.55
C (-0.117, -2.944, 1.039)  -0.08
C (1.351, -0.613, -5.417)  -0.06
C (1.873, -0.582, -4.135)  -0.06
C (-1.988, 3.541, 5.048)  0.02
C (0.454, -1.637, -5.741)  -0.06
C (-0.116, -2.096, 2.143)  0.00
C (-1.815, 2.320, 4.456)  -0.01
C (0.246, 3.094, 3.474)  0.07
C (1.391, -1.456, -3.180)  -0.04
C (-1.121, 4.612, 4.713)  -0.18
C (0.050, -2.490, -4.794)  -0.11
C (0.600, -0.935, 1.918)  -0.13
C (0.056, 4.335, 4.035)  -0.06
C (-0.717, 2.097, 3.652)  -0.21
C (0.403, -2.366, -3.486)  -0.23
N (-0.693, 0.846, 3.004)  0.14
C (-0.313, -3.209, -2.473)  -0.40
H (-2.390, -1.603, -5.604)  0.15
H (-1.989, -5.238, -5.031)  0.09
H (1.572, 7.193, 3.770)  0.13
H (2.073, 0.032, 0.746)  0.12
H (-0.800, -3.791, 1.073)  0.11
H (1.555, 0.026, -6.266)  0.10
H (2.691, 0.115, -3.896)  0.11
H (-2.808, 3.752, 5.633)  0.09
H (-0.021, -1.678, -6.695)  0.11
H (-0.822, -2.136, 2.993)  0.13
H (-2.567, 1.544, 4.557)  0.12
H (1.092, 2.852, 2.909)  0.11
H (1.809, -1.403, -2.191)  0.07
H (-1.541, 0.395, 2.746)  0.14
H (-1.067, -2.704, -1.957)  0.08
H (-1.007, -3.949, -2.923)  0.08

Properties
**Gap between HOMO and LUMO**: 8.75 eV
**Multiplicity**: 1
**Max |F|**: 3.157 eV/A
**Total charge**: 0
**E**: -48448.2160 eV
**HOMO energy**: -8.76 eV